# 1
The following is a quantum chemistry calculation of a 2-piece molecular cluster, C6H13NO overall, from OMol25.

total charge: 0
strongest force on any atom: 1.748 eV/Å
HOMO level: -0.290 Eh
energy relative to the best compared isomer or geometry (same formula, charge and spin): 2.337 eV
gap between HOMO and LUMO: 8.6298 eV
calculated total energy: -9968.838 eV
structure (SMILES): C=CC(N)=C(C)C.O

The geometry in XYZ format:
```
21
Properties=species:S:1:pos:R:3:forces:R:3:mulliken_charge:R:1
C 0.606 1.007 -1.595 -0.2 -1.3 0.1 -1.40
N -0.660 0.471 1.002 -0.5 1.3 -1.0 -0.61
C 0.343 -0.396 0.457 -0.9 0.3 0.5 0.51
C 0.799 -0.309 -0.811 -0.1 1.6 0.6 0.67
C 1.879 -1.184 -1.343 0.5 -0.8 -0.4 -1.55
C 0.750 -1.404 2.720 0.1 -0.9 0.1 -0.83
C 0.637 -1.520 1.400 0.3 0.9 -1.1 -0.17
H 1.519 1.579 -1.419 -0.3 0.5 0.1 0.27
H -0.331 1.522 -1.348 0.6 0.2 -0.1 0.37
H 0.591 0.801 -2.662 -0.1 -0.1 -0.2 0.38
H -0.473 0.961 1.862 0.5 -0.6 0.5 0.20
H -0.971 1.248 0.399 0.4 -0.9 0.0 0.22
H 1.561 -2.031 -1.970 -0.3 -0.1 0.5 0.30
H 2.537 -0.685 -2.067 -0.1 0.5 0.5 0.39
H 2.493 -1.533 -0.509 0.1 -0.3 -0.4 0.43
H 0.954 -2.278 3.331 0.0 0.0 -0.2 0.26
H 0.645 -0.504 3.312 -0.1 0.3 -0.4 0.20
H 0.753 -2.422 0.805 0.2 -0.4 0.8 0.38
H -4.575 2.102 0.223 0.0 0.5 0.3 0.32
H -4.511 1.927 -1.214 0.0 0.4 -0.5 0.32
O -4.543 2.650 -0.573 0.0 -1.0 0.2 -0.64
```
Positions in Å, forces in eV/Å.

---

# 2
The following is a quantum chemistry calculation of a 2-piece molecular cluster, C6H13NO overall, from OMol25.

total charge: 0
strongest force on any atom: 6.407 eV/Å
HOMO level: -0.330 Eh
energy relative to the best compared isomer or geometry (same formula, charge and spin): 6.988 eV
gap between HOMO and LUMO: 6.3401 eV
calculated total energy: -9964.187 eV

The geometry in XYZ format:
```
21
Properties=species:S:1:pos:R:3:forces:R:3:mulliken_charge:R:1
C 1.512 0.190 -0.696 2.5 5.1 -3.1 -0.10
C 2.971 0.636 -0.472 0.5 -0.9 3.4 -1.03
C 0.412 0.955 -0.192 -4.1 0.6 2.8 0.20
N -0.908 0.508 -0.817 0.9 1.8 2.6 -0.28
C -1.125 -0.918 -0.814 -1.1 -0.3 0.4 -1.04
C -1.074 -1.680 0.473 0.4 -0.6 2.6 -0.06
C -2.059 -1.181 1.528 -0.6 -0.3 2.2 -1.26
O 0.323 1.664 0.842 0.7 -1.4 -2.0 -0.65
H 1.300 -0.136 -1.714 0.1 -0.9 0.2 0.39
H 1.054 2.344 -1.479 0.1 -2.4 0.5 0.24
H 3.334 1.554 -0.996 -0.6 -1.2 0.2 0.29
H 3.181 0.843 0.701 -0.7 -0.4 -2.7 0.26
H 3.579 -0.254 -0.704 0.2 0.6 -0.2 0.33
H -1.512 0.913 -0.073 0.1 -0.1 -1.0 0.35
H -2.102 -1.153 -1.210 -0.4 0.4 -0.6 0.48
H -0.428 -1.314 -1.463 1.4 -1.2 -1.6 0.32
H -1.337 -2.738 0.443 0.2 -0.1 -1.1 0.39
H -0.061 -1.710 0.922 -0.2 0.3 -0.2 0.20
H -3.093 -1.144 1.150 0.4 0.4 -0.2 0.30
H -1.750 -0.220 1.974 -0.4 -0.1 -0.4 0.32
H -2.206 -1.861 2.465 0.8 0.8 -1.7 0.33
```
Positions in Å, forces in eV/Å.

---

# 3
The following is a quantum chemistry calculation of C6H13NO as an isolated structure, from OMol25.

total charge: 0
strongest force on any atom: 3.910 eV/Å
HOMO level: -0.282 Eh
energy relative to the best compared isomer or geometry (same formula, charge and spin): 5.215 eV
gap between HOMO and LUMO: 8.1692 eV
calculated total energy: -9965.959 eV

The geometry in XYZ format:
```
21
Properties=species:S:1:pos:R:3:forces:R:3:mulliken_charge:R:1
C -1.205 0.129 0.527 0.9 0.4 -1.6 0.31
C -2.497 0.605 -0.091 -0.1 0.0 0.0 -1.33
C -1.200 -1.329 0.924 0.1 0.1 -0.1 -1.28
H -0.921 0.781 1.361 0.2 0.0 -0.2 0.41
H 0.638 0.415 0.307 3.5 0.1 -0.1 -0.04
H -1.495 -1.964 0.086 0.0 0.0 -0.1 0.35
H -3.307 0.622 0.645 0.0 0.0 0.0 0.40
H -2.808 -0.052 -0.904 0.0 0.0 0.0 0.33
H -2.402 1.612 -0.501 0.0 0.0 0.0 0.35
H -1.914 -1.524 1.730 0.1 0.1 0.0 0.39
H -0.213 -1.650 1.267 0.0 0.0 0.0 0.29
C 2.993 -0.574 -0.069 -0.6 -0.1 0.0 -1.05
C 2.126 0.630 0.195 -1.4 -0.2 0.6 0.62
C 0.043 0.331 -0.959 -3.6 0.1 1.4 -0.15
N 0.066 1.325 -1.741 0.9 -0.1 0.0 -0.75
O 2.501 1.757 0.267 -0.3 -0.3 -0.1 -0.50
H 0.024 2.237 -1.292 -0.4 0.0 0.1 0.24
H 0.099 -0.684 -1.342 0.4 -0.2 0.0 0.46
H 4.037 -0.284 -0.204 -0.1 -0.1 0.0 0.36
H 2.845 -1.294 0.739 0.2 0.1 0.1 0.30
H 2.589 -1.090 -0.945 0.2 0.2 -0.1 0.28
```
Positions in Å, forces in eV/Å.

---

# 4
The following is a quantum chemistry calculation of a 2-piece molecular cluster, C6H13NO overall, from OMol25.

total charge: 0
strongest force on any atom: 1.321 eV/Å
HOMO level: -0.336 Eh
energy relative to the best compared isomer or geometry (same formula, charge and spin): 2.204 eV
gap between HOMO and LUMO: 9.9057 eV
calculated total energy: -9968.970 eV
structure (SMILES): C=N/C=C/CCC.O

The geometry in XYZ format:
```
21
Properties=species:S:1:pos:R:3:forces:R:3:mulliken_charge:R:1
C -0.112 0.156 2.873 -0.7 0.0 0.7 -1.04
C -0.619 -1.264 2.637 0.4 -0.1 -0.8 -0.43
C -0.242 -1.844 1.243 0.1 0.7 0.0 -0.73
C -0.353 -0.859 0.099 -0.1 -0.6 1.2 -0.50
C 0.689 -0.528 -0.640 -0.4 0.4 -0.4 -0.16
N 0.548 0.389 -1.705 0.2 0.2 -0.3 -0.32
C 1.335 0.292 -2.688 0.8 0.1 0.1 -0.23
H -0.675 0.625 3.688 0.0 -0.2 0.0 0.34
H 0.914 0.138 3.237 0.2 0.3 -0.6 0.27
H -0.299 0.798 2.008 0.5 -0.1 0.0 0.29
H -0.182 -1.928 3.384 -0.3 -0.1 0.1 0.30
H -1.694 -1.300 2.723 -0.4 0.0 0.2 0.32
H 0.769 -2.238 1.291 0.2 0.0 -0.1 0.33
H -0.898 -2.671 1.004 -0.2 -0.4 0.1 0.34
H -1.337 -0.428 -0.047 0.1 0.1 -0.3 0.40
H 1.677 -0.903 -0.399 0.2 -0.2 -0.2 0.38
H 2.108 -0.474 -2.770 0.0 -0.3 0.2 0.27
H 1.403 1.032 -3.488 -0.6 0.0 0.1 0.19
H -1.066 3.228 -1.288 0.3 -0.3 -0.3 0.31
H -0.210 2.473 -2.371 -0.2 -0.1 0.6 0.33
O -1.011 2.991 -2.222 -0.3 0.5 -0.2 -0.65
```
Positions in Å, forces in eV/Å.

---

# 5
The following is a quantum chemistry calculation of a 2-piece molecular cluster, C6H13NO overall, from OMol25.

total charge: 0
strongest force on any atom: 1.077 eV/Å
HOMO level: -0.281 Eh
energy relative to the best compared isomer or geometry (same formula, charge and spin): 1.761 eV
gap between HOMO and LUMO: 8.3819 eV
calculated total energy: -9969.413 eV
structure (SMILES): C=C/C(C)=C(\C)N.O

The geometry in XYZ format:
```
21
Properties=species:S:1:pos:R:3:forces:R:3:mulliken_charge:R:1
C -1.418 -0.091 -1.204 -0.9 -0.3 0.2 -1.34
N 0.268 1.927 0.072 -0.2 0.7 -0.3 -0.47
C 0.587 0.580 0.090 0.0 -0.4 0.6 0.37
C -0.206 -0.396 -0.392 0.9 -0.1 -0.6 0.97
C 0.259 -1.794 -0.289 -0.3 0.1 0.0 -0.37
C 0.079 -2.777 -1.171 0.4 0.2 0.3 -0.92
C 1.874 0.292 0.822 0.5 0.0 0.5 -1.64
H -1.783 -0.978 -1.734 0.2 0.2 0.1 0.36
H -2.246 0.216 -0.549 0.1 0.1 -0.1 0.29
H -1.263 0.693 -1.937 0.1 0.2 -0.2 0.38
H -0.328 2.362 -0.616 0.0 -0.5 -0.1 0.22
H 0.866 2.581 0.538 0.3 -0.1 -0.1 0.19
H 0.784 -2.058 0.623 0.0 0.0 0.1 0.30
H 0.463 -3.750 -0.902 0.0 -0.2 -0.2 0.26
H -0.327 -2.638 -2.161 -0.3 0.0 0.0 0.28
H 2.520 1.171 0.803 0.0 0.0 0.0 0.43
H 1.754 0.019 1.880 -0.3 0.2 -0.1 0.29
H 2.461 -0.529 0.419 -0.2 0.0 -0.4 0.42
H -1.406 2.376 1.466 0.3 -0.1 -0.2 0.35
H -1.128 1.064 2.202 -0.2 0.3 -0.2 0.30
O -1.812 1.731 2.041 -0.4 -0.4 0.7 -0.66
```
Positions in Å, forces in eV/Å.

---

# 6
The following is a quantum chemistry calculation of a 2-piece molecular cluster, C6H13NO overall, from OMol25.

total charge: 0
strongest force on any atom: 0.664 eV/Å
HOMO level: -0.266 Eh
energy relative to the best compared isomer or geometry (same formula, charge and spin): 4.668 eV
gap between HOMO and LUMO: 6.4798 eV
calculated total energy: -9966.507 eV

The geometry in XYZ format:
```
21
Properties=species:S:1:pos:R:3:forces:R:3:mulliken_charge:R:1
C 1.507 0.745 -0.335 -0.2 0.0 0.4 0.23
C 1.844 2.028 -0.367 -0.1 -0.2 0.0 -0.96
C 1.377 -1.255 -1.599 0.4 -0.3 -0.5 -0.27
N 1.672 -0.013 -1.545 -0.1 0.2 0.4 0.00
H 1.003 0.047 0.463 0.3 0.4 -0.3 0.37
H 2.249 2.513 -1.253 0.0 0.0 0.0 0.24
H 1.704 2.648 0.506 0.0 0.0 0.0 0.27
H 1.493 -1.755 -2.555 0.0 0.0 0.0 0.30
H 1.055 -1.718 -0.639 -0.3 0.2 0.4 0.43
H 2.015 0.501 -2.350 -0.1 -0.1 -0.2 0.26
C -0.959 -1.540 0.775 -0.1 0.0 0.0 -0.52
O 0.392 -1.325 0.959 -0.1 0.1 -0.4 -0.99
C -1.779 -0.299 0.354 0.4 0.0 0.2 -0.31
C -1.706 0.827 1.376 -0.2 0.2 0.0 -1.06
H -1.425 -1.930 1.698 -0.1 -0.1 0.0 0.39
H -1.156 -2.301 -0.017 0.0 -0.1 0.1 0.24
H -2.821 -0.596 0.197 0.0 0.0 0.0 0.37
H -1.403 0.057 -0.616 -0.1 0.0 0.0 0.19
H -0.689 1.192 1.501 0.1 0.0 0.0 0.19
H -2.044 0.497 2.361 0.0 -0.1 0.0 0.31
H -2.328 1.678 1.087 0.0 0.0 0.0 0.33
```
Positions in Å, forces in eV/Å.

---

- The highest calculated total energy belongs to which entry?
  number 2

---

- What is the formula in the second record?
  C6H13NO

---

- Which formula does entry 6 have?
  C6H13NO

---

Repeat the fourth record exactly.
The following is a quantum chemistry calculation of a 2-piece molecular cluster, C6H13NO overall, from OMol25.

total charge: 0
strongest force on any atom: 1.321 eV/Å
HOMO level: -0.336 Eh
energy relative to the best compared isomer or geometry (same formula, charge and spin): 2.204 eV
gap between HOMO and LUMO: 9.9057 eV
calculated total energy: -9968.970 eV
structure (SMILES): C=N/C=C/CCC.O

The geometry in XYZ format:
```
21
Properties=species:S:1:pos:R:3:forces:R:3:mulliken_charge:R:1
C -0.112 0.156 2.873 -0.7 0.0 0.7 -1.04
C -0.619 -1.264 2.637 0.4 -0.1 -0.8 -0.43
C -0.242 -1.844 1.243 0.1 0.7 0.0 -0.73
C -0.353 -0.859 0.099 -0.1 -0.6 1.2 -0.50
C 0.689 -0.528 -0.640 -0.4 0.4 -0.4 -0.16
N 0.548 0.389 -1.705 0.2 0.2 -0.3 -0.32
C 1.335 0.292 -2.688 0.8 0.1 0.1 -0.23
H -0.675 0.625 3.688 0.0 -0.2 0.0 0.34
H 0.914 0.138 3.237 0.2 0.3 -0.6 0.27
H -0.299 0.798 2.008 0.5 -0.1 0.0 0.29
H -0.182 -1.928 3.384 -0.3 -0.1 0.1 0.30
H -1.694 -1.300 2.723 -0.4 0.0 0.2 0.32
H 0.769 -2.238 1.291 0.2 0.0 -0.1 0.33
H -0.898 -2.671 1.004 -0.2 -0.4 0.1 0.34
H -1.337 -0.428 -0.047 0.1 0.1 -0.3 0.40
H 1.677 -0.903 -0.399 0.2 -0.2 -0.2 0.38
H 2.108 -0.474 -2.770 0.0 -0.3 0.2 0.27
H 1.403 1.032 -3.488 -0.6 0.0 0.1 0.19
H -1.066 3.228 -1.288 0.3 -0.3 -0.3 0.31
H -0.210 2.473 -2.371 -0.2 -0.1 0.6 0.33
O -1.011 2.991 -2.222 -0.3 0.5 -0.2 -0.65
```
Positions in Å, forces in eV/Å.